# 1
{
  "formula": "C28H82N12O15",
  "method": "ωB97M-V/def2-TZVPD",
  "de_lowest_ev": 0.0000,
  "smiles": "COCCNCCOC.COCCNCCOC.COCCNCCOC.COCCNCCOC.NC(N)=O.NC(N)=O.NC(N)=O.NC(N)=O.O.O.O",
  "spin_multiplicity": 1,
  "homo_ev": -8.11,
  "gap_ha": 0.310,
  "elements": ["H", "H", "O", "C", "H", "O", "H", "O", "H", "H", "H", "C", "H", "O", "H", "H", "H", "C", "H", "H", "C", "N", "O", "H", "H", "H", "H", "H", "H", "H", "H", "H", "C", "N", "H", "N", "C", "O", "H", "C", "C", "H", "H", "H", "N", "O", "H", "N", "C", "C", "H", "N", "C", "H", "H", "C", "N", "H", "H", "H", "O", "H", "N", "H", "C", "H", "H", "C", "H", "H", "C", "C", "H", "O", "H", "O", "H", "H", "H", "H", "N", "H", "H", "N", "H", "C", "H", "C", "H", "H", "H", "H", "H", "H", "C", "H", "C", "H", "O", "H", "H", "H", "H", "H", "C", "C", "H", "N", "H", "O", "C", "H", "H", "H", "C", "O", "C", "H", "C", "O", "N", "C", "H", "H", "H", "C", "H", "H", "H", "H", "O", "H", "H", "H", "H", "H", "H"],
  "positions_angstrom": [[-7.141, 2.871, 3.156], [2.528, -1.096, 3.394], [-5.283, 7.391, -2.758], [5.373, -2.039, 1.951], [-1.888, 4.094, -1.899], [-0.855, -2.507, 2.749], [-6.113, 9.203, -2.266], [2.899, -5.644, -0.671], [0.378, -2.411, -5.308], [7.082, -2.679, 0.765], [-1.625, -3.624, 0.473], [-3.741, 2.375, -2.934], [4.803, -4.414, 5.354], [5.758, -1.495, -0.349], [-4.374, 5.321, 5.364], [-1.739, -1.483, -2.104], [-3.276, 2.551, -4.973], [-1.110, -5.357, -3.121], [-2.298, 3.568, -3.996], [-4.367, 5.114, -2.450], [7.327, -3.901, 5.636], [-0.465, -4.089, -3.497], [1.920, -2.326, -3.903], [-0.831, 3.348, 4.216], [-2.400, -3.857, -1.109], [-7.803, 2.542, 4.736], [-1.186, -6.698, -1.370], [-5.188, 3.140, 6.388], [-7.188, 1.199, 3.752], [1.888, -3.026, -2.169], [0.535, 0.758, -1.819], [6.804, -2.914, 3.116], [2.291, -1.029, -4.313], [2.080, 3.284, -0.267], [-1.629, -2.576, -3.175], [1.022, -1.432, 0.497], [-6.347, 8.313, -2.846], [-0.943, -0.725, -0.479], [5.561, -0.964, 2.042], [5.409, -4.808, 4.531], [-0.582, 1.952, 2.196], [-2.832, 5.062, 2.738], [6.662, -3.458, 6.384], [-2.186, 5.557, 4.252], [5.798, -2.780, 3.120], [-2.244, -1.919, -2.805], [-3.208, 1.412, -2.981], [-2.433, -1.025, 2.005], [5.182, -4.106, 3.202], [-5.523, 3.484, 5.406], [-0.528, 1.513, 1.203], [1.821, 5.081, -1.734], [-2.401, 4.651, 3.672], [-4.804, 2.110, -2.957], [-7.249, 7.851, -2.426], [-5.363, 6.404, -3.771], [1.026, 0.099, -1.236], [0.412, -6.187, -1.824], [-5.280, 6.849, -4.774], [7.618, -3.084, 4.967], [0.997, 3.026, -2.253], [-3.449, 2.877, 4.048], [3.691, -4.795, -2.627], [-0.327, 4.671, 3.162], [2.881, -4.770, -1.513], [7.550, -1.873, -1.354], [-0.899, -6.177, -3.809], [0.662, -4.301, -4.407], [2.009, 0.232, -1.044], [2.161, 5.670, -0.997], [-1.738, -1.687, 2.970], [-4.251, 5.421, -3.500], [5.491, -4.789, 2.405], [-3.597, 2.949, -1.645], [2.898, -0.594, -3.521], [3.980, 0.518, -0.303], [2.429, 3.936, 0.410], [1.740, 2.383, 0.020], [-6.368, 5.952, -3.727], [4.600, -0.237, -0.419], [-4.185, 4.352, -4.467], [-0.049, -3.807, -2.605], [4.099, -3.958, 3.173], [-3.320, 3.817, 4.384], [-6.532, 8.615, -3.881], [1.222, -3.007, -4.942], [1.362, 5.478, -2.531], [-1.803, -4.340, -0.329], [4.288, -2.154, 1.889], [-1.377, -1.566, 4.968], [4.146, -5.657, -2.859], [4.188, 1.155, -0.994], [0.461, -2.105, 1.009], [-1.555, 2.438, -1.513], [-7.015, 2.233, 4.042], [3.572, -4.074, -3.318], [-0.623, -5.834, -1.738], [-3.193, -0.419, 2.254], [-0.546, -4.787, -0.794], [5.051, -5.834, 4.393], [1.889, -3.178, -5.796], [1.439, -3.751, -0.635], [-2.190, -5.205, -3.045], [6.358, -0.829, -2.181], [-4.567, 4.442, 4.740], [0.291, -0.704, -0.418], [2.819, -1.079, -5.269], [-2.047, -1.321, 4.264], [1.421, -0.375, -4.428], [-5.717, 2.349, 4.570], [-3.333, 3.234, -4.120], [1.485, -2.155, 3.061], [5.550, -3.427, 0.297], [-2.787, -0.668, 4.439], [1.609, 3.745, -1.475], [6.761, -4.975, 4.919], [-2.266, 3.249, -1.303], [0.407, 2.117, 2.641], [-1.126, 3.937, 3.341], [2.261, -1.993, 3.612], [2.084, -3.659, -1.402], [6.488, -1.699, -1.535], [8.226, -4.273, 6.126], [1.459, -4.945, -4.002], [6.078, -2.548, -2.101], [6.009, -2.491, 0.637], [0.328, -4.904, -5.259], [-2.394, -5.166, 0.087], [-2.293, -1.253, 1.033], [-2.216, 3.514, -0.249], [-1.269, 3.193, 2.149], [-1.130, 1.263, 2.847], [-5.112, 4.013, -4.692], [1.933, -1.705, 0.159], [-6.456, 4.029, 5.581], [-3.321, 6.002, -3.440], [-5.075, 4.817, 3.830]],
  "forces_ev_per_angstrom": [[0.09, -0.11, -0.02], [0.01, 0.02, -0.02], [0.18, 0.34, -0.32], [-0.12, 0.14, -0.34], [-0.08, 0.05, 0.21], [0.24, -0.02, -0.42], [0.16, -0.07, 0.08], [0.03, -0.33, 0.14], [0.09, 0.19, 0.14], [0.06, 0.28, -0.08], [0.09, 0.00, -0.04], [-0.31, -0.48, 0.47], [0.20, 0.47, -0.08], [0.61, 0.03, 0.13], [-0.04, -0.11, 0.15], [-0.11, 0.11, 0.13], [-0.17, 0.08, -0.08], [-0.45, -0.17, 1.00], [-0.09, 0.20, 0.09], [-0.25, -0.39, -0.20], [0.27, 0.36, -0.26], [0.77, -0.60, 0.28], [-0.17, -0.14, -0.39], [-0.03, -0.32, -0.21], [0.14, 0.05, -0.05], [0.17, -0.16, 0.26], [-0.33, 0.21, 0.04], [0.29, -0.04, -0.12], [0.08, -0.03, 0.01], [0.15, -0.15, 0.06], [0.09, 0.11, 0.02], [0.01, 0.22, -0.04], [-0.15, 0.38, 0.17], [0.13, 0.37, -0.71], [-0.13, 0.01, -0.14], [-0.50, 0.31, -0.45], [-0.13, -0.26, 0.15], [0.29, -0.21, 0.10], [0.16, -0.08, 0.24], [-0.05, -0.79, -0.02], [-0.18, 0.27, 0.60], [0.06, -0.22, -0.05], [-0.17, -0.27, 0.01], [0.08, -0.23, 0.32], [0.10, -0.30, 0.08], [0.07, 0.03, -0.07], [0.19, 0.16, 0.04], [-0.17, -0.45, 0.36], [-0.24, 0.20, 0.66], [-0.05, 0.17, 0.16], [0.02, 0.14, -0.10], [0.39, -0.69, 0.41], [-0.40, 0.57, -0.68], [0.00, 0.14, -0.37], [-0.12, 0.15, -0.17], [-0.31, 0.18, -0.03], [-0.06, -0.40, 0.22], [-0.05, 0.07, -0.02], [0.14, 0.09, 0.09], [0.04, -0.02, 0.12], [0.32, -0.05, -0.06], [0.02, 0.12, -0.48], [-0.10, 0.37, 0.11], [-0.03, 0.02, 0.16], [0.11, 0.36, -0.33], [0.02, 0.08, 0.12], [-0.12, 0.19, -0.28], [0.09, -0.74, -0.60], [0.10, 0.09, 0.00], [-0.08, 0.23, -0.17], [-0.02, 0.57, 0.39], [0.11, 0.41, 1.13], [-0.03, 0.04, -0.17], [0.18, -0.05, 0.11], [0.22, -0.08, -0.13], [-0.23, -0.15, -0.26], [-0.04, -0.19, 0.19], [0.07, -0.02, 0.14], [0.17, -0.30, 0.01], [-0.14, 0.29, 0.22], [0.02, 0.08, -0.27], [-0.15, 0.39, -0.20], [-0.03, -0.05, -0.37], [0.03, -0.16, 1.26], [-0.04, -0.01, -0.02], [-0.36, -0.13, 0.08], [-0.05, 0.03, -0.03], [-0.57, 0.04, 0.24], [0.03, 0.08, -0.07], [-0.11, -0.03, 0.14], [0.03, -0.02, 0.02], [0.09, 0.05, 0.08], [0.13, -0.07, 0.03], [-0.30, -0.23, 0.12], [-0.35, 0.32, -0.56], [0.05, -0.12, -0.14], [1.01, -0.14, -0.34], [-0.02, 0.05, -0.09], [-0.24, -0.07, 0.06], [-0.08, 0.05, -0.03], [0.11, -0.08, 0.11], [-0.27, 0.07, -0.19], [-0.02, -0.01, -0.34], [0.11, 0.13, 0.20], [-0.02, 0.14, -0.78], [-0.13, 0.42, -0.07], [0.21, 0.13, 0.07], [-0.10, -0.21, -0.73], [-0.10, -0.14, -0.08], [-0.16, -0.04, 0.48], [0.25, -0.35, -0.10], [-0.19, 0.00, 0.17], [0.12, -0.09, 0.00], [0.13, 0.10, 0.28], [-0.77, 0.20, 0.18], [0.03, 0.17, 0.15], [0.53, 0.38, -0.43], [0.16, -0.25, -0.27], [0.57, 0.67, -0.09], [0.03, -0.04, -0.07], [0.37, -0.20, 0.47], [-0.43, -0.29, -0.68], [-0.04, -0.06, 0.05], [-0.02, 0.34, 0.33], [0.14, -0.10, 0.18], [-0.67, -0.40, 0.06], [-0.29, 0.35, -0.08], [0.14, -0.06, -0.02], [0.24, 0.09, -0.06], [-0.12, -0.07, 0.03], [-0.20, -0.55, -0.09], [0.13, -0.13, -0.03], [-0.05, 0.02, 0.10], [0.09, -0.18, 0.35], [-0.13, -0.16, -0.10], [0.08, -0.14, -0.57], [-0.04, 0.08, 0.11]]
}

---

# 2
{
  "formula": "C28H84O28",
  "method": "ωB97M-V/def2-TZVPD",
  "charge": -1,
  "de_lowest_ev": 0.0000,
  "spin_multiplicity": 2,
  "s_squared": 0.7505,
  "homo_ev": [-0.24, -7.56],
  "gap_ha": [0.081, 0.349],
  "elements": ["H", "H", "H", "H", "H", "O", "H", "O", "C", "H", "H", "O", "H", "C", "O", "H", "H", "C", "C", "C", "C", "H", "H", "H", "C", "H", "C", "H", "H", "C", "O", "H", "C", "O", "H", "H", "H", "H", "O", "H", "H", "C", "H", "H", "C", "C", "H", "H", "O", "H", "O", "H", "C", "H", "H", "H", "H", "O", "O", "H", "H", "C", "H", "H", "H", "H", "H", "H", "C", "O", "C", "H", "H", "O", "C", "H", "H", "H", "H", "H", "H", "H", "H", "C", "O", "H", "H", "O", "H", "O", "H", "C", "H", "H", "C", "C", "H", "H", "H", "C", "O", "C", "H", "C", "H", "H", "H", "H", "O", "O", "C", "H", "O", "O", "H", "H", "H", "H", "H", "H", "H", "H", "O", "H", "H", "O", "H", "O", "H", "H", "O", "O", "C", "H", "H", "O", "O", "H", "C", "H"],
  "positions_angstrom": [[-18.772, -10.497, 8.497], [-26.133, -13.600, 12.864], [-25.877, -12.797, 15.746], [-16.675, -12.854, 18.952], [-16.715, -15.176, 17.417], [-18.617, -5.621, 12.545], [-22.154, -12.720, 18.911], [-25.944, -7.193, 11.764], [-24.091, -8.237, 17.859], [-24.283, -4.596, 12.911], [-18.037, -14.522, 18.182], [-17.165, -3.523, 11.291], [-20.575, -8.574, 9.445], [-17.945, -3.232, 12.478], [-16.621, -8.525, 10.355], [-18.558, -8.317, 9.946], [-16.957, -9.941, 20.373], [-22.285, -4.213, 14.747], [-18.118, -10.271, 9.339], [-25.826, -8.576, 11.967], [-21.265, -12.318, 18.424], [-21.141, -9.712, 12.445], [-19.743, -3.995, 11.810], [-23.552, -8.808, 18.614], [-23.179, -7.340, 17.130], [-22.588, -8.817, 14.086], [-21.770, -12.129, 9.597], [-17.740, -13.943, 15.440], [-26.693, -11.229, 14.263], [-16.768, -9.703, 18.229], [-17.726, -9.707, 17.139], [-17.284, -10.972, 9.305], [-22.600, -5.241, 13.515], [-21.446, -14.231, 14.568], [-25.979, -9.087, 11.017], [-20.339, -7.302, 14.539], [-23.935, -10.712, 8.649], [-21.903, -10.346, 18.836], [-23.404, -4.532, 12.531], [-23.666, -13.131, 10.196], [-17.452, -6.366, 17.252], [-24.426, -8.956, 12.522], [-24.173, -14.254, 14.722], [-22.829, -7.225, 10.078], [-20.834, -9.380, 13.436], [-20.351, -10.684, 14.232], [-23.610, -8.390, 12.073], [-17.242, -3.214, 13.310], [-19.540, -15.177, 11.432], [-16.384, -8.696, 18.393], [-23.586, -3.979, 15.389], [-26.138, -6.781, 12.609], [-20.624, -15.099, 13.764], [-17.532, -8.262, 8.487], [-18.969, -5.435, 17.322], [-19.037, -14.658, 10.800], [-21.624, -10.381, 8.791], [-21.318, -11.270, 8.595], [-17.687, -4.922, 15.732], [-18.558, -9.764, 19.587], [-24.245, -11.948, 15.387], [-24.774, -13.544, 14.153], [-19.246, -12.759, 16.770], [-21.015, -13.880, 11.892], [-16.399, -7.613, 10.153], [-23.112, -6.148, 13.838], [-19.482, -13.548, 12.603], [-24.158, -13.194, 13.324], [-23.308, -12.474, 9.404], [-17.788, -11.596, 19.494], [-17.570, -10.218, 19.514], [-19.047, -6.051, 10.580], [-24.061, -9.927, 16.886], [-22.606, -11.013, 16.909], [-17.453, -13.393, 16.337], [-17.123, -2.686, 10.823], [-21.208, -12.420, 14.439], [-18.255, -7.650, 15.311], [-18.969, -6.005, 13.352], [-26.658, -9.007, 12.523], [-19.676, -15.293, 14.267], [-21.902, -3.311, 14.269], [-20.875, -7.320, 11.346], [-25.183, -12.367, 15.024], [-18.410, -12.380, 16.489], [-21.173, -13.037, 9.516], [-24.937, -9.383, 14.313], [-21.669, -8.560, 14.190], [-23.855, -4.813, 15.782], [-19.718, -6.279, 9.932], [-18.069, -10.604, 17.113], [-17.139, -14.200, 17.655], [-19.524, -7.609, 16.480], [-21.700, -14.855, 15.252], [-17.700, -8.761, 9.441], [-21.609, -10.835, 17.907], [-24.934, -7.718, 18.314], [-15.897, -10.307, 17.974], [-24.275, -10.006, 12.272], [-18.241, -5.903, 16.659], [-21.526, -11.514, 14.411], [-19.047, -4.242, 12.612], [-16.886, -5.309, 15.372], [-18.948, -6.971, 15.810], [-20.565, -12.278, 19.259], [-18.114, -10.466, 11.259], [-22.549, -7.981, 16.514], [-21.537, -13.515, 16.973], [-25.910, -14.185, 13.591], [-21.497, -8.560, 9.176], [-21.874, -7.274, 9.555], [-24.181, -7.061, 15.480], [-18.797, -10.576, 10.592], [-24.099, -11.228, 9.442], [-19.622, -11.243, 13.645], [-21.505, -11.682, 10.555], [-19.496, -4.103, 13.595], [-21.380, -5.696, 10.859], [-21.496, -4.517, 15.435], [-21.134, -16.051, 13.620], [-19.820, -10.378, 15.133], [-22.610, -6.664, 17.769], [-25.744, -11.339, 14.171], [-20.719, -10.332, 17.529], [-20.000, -8.804, 13.036], [-20.755, -13.225, 17.449], [-21.908, -6.653, 8.659], [-24.706, -9.232, 17.038], [-22.148, -11.097, 16.069], [-18.310, -11.761, 20.283], [-23.889, -6.500, 16.203], [-16.209, -13.575, 18.522], [-20.189, -14.357, 12.418], [-16.532, -12.936, 15.976], [-18.447, -2.267, 12.412], [-24.452, -8.641, 13.944], [-19.848, -6.539, 14.852], [-21.655, -5.509, 13.042], [-20.933, -6.626, 10.507], [-23.488, -13.062, 8.505]],
  "forces_ev_per_angstrom": [[-0.25, 0.29, 0.26], [-0.41, -0.16, -0.15], [0.02, 0.73, 0.36], [-0.13, 0.33, 0.16], [0.37, 0.08, -0.48], [0.14, 1.33, -0.84], [-0.39, -0.05, -0.43], [-0.41, 0.35, -0.03], [-1.13, -1.53, 0.73], [-0.25, 0.38, -0.18], [-0.47, 0.61, 0.03], [-0.53, 0.61, 0.23], [0.44, -0.68, -0.19], [0.84, -0.60, -0.32], [0.13, -0.47, -0.73], [-0.31, 0.22, -0.57], [-0.03, 0.07, 0.38], [-2.12, -1.55, -1.38], [0.72, 0.79, 1.38], [1.15, -0.69, -0.87], [0.33, 1.25, 0.28], [-1.41, -0.26, 0.11], [-0.37, -0.42, -0.05], [0.25, 0.44, 0.46], [0.00, 0.50, -1.46], [-0.73, -0.05, 0.18], [-1.04, -0.63, -0.20], [-0.22, -1.09, 0.39], [0.00, -0.35, 0.30], [-2.53, -0.89, 0.34], [1.21, 1.01, 0.69], [0.40, 0.28, -0.40], [0.88, 2.02, 0.82], [1.13, 0.06, -1.90], [0.38, 0.31, -0.47], [-0.65, -0.19, 0.09], [0.24, -0.16, -0.18], [-0.74, 0.44, -0.35], [0.62, -0.90, 0.84], [-0.03, 0.40, 0.37], [-0.07, -0.11, 0.05], [-1.79, 0.40, 0.08], [-0.18, -0.08, 0.11], [-0.32, -0.43, -0.31], [1.85, -2.19, -0.23], [-0.99, 1.37, -1.50], [-0.27, 0.25, -0.11], [-0.20, -0.12, 0.26], [-0.20, -1.33, 0.63], [-0.41, 0.15, 0.02], [1.65, 1.19, -0.80], [0.06, 0.05, 0.10], [1.24, 1.04, -1.70], [0.06, -0.22, -0.15], [0.18, 0.40, -0.17], [-0.15, 0.34, 0.29], [-0.08, 0.41, 0.11], [0.15, -0.03, -0.93], [-0.29, -0.10, 1.13], [0.20, 0.71, -0.26], [-0.36, -0.03, 0.73], [0.10, 0.26, -0.18], [-0.79, -0.44, 0.23], [-0.58, -0.04, 0.47], [0.36, 0.14, 0.48], [0.12, 0.10, 0.16], [-0.07, 0.18, 0.79], [0.37, 0.18, 0.08], [0.89, 1.41, 0.63], [0.01, -0.62, 0.05], [1.74, 1.51, -0.91], [-0.09, 0.03, 0.74], [0.52, -0.45, -0.03], [-0.24, 1.09, 1.20], [0.58, -0.37, 0.35], [0.21, -0.14, -0.29], [-0.27, -0.99, 0.25], [0.67, 0.07, 0.24], [-0.24, -0.48, 0.60], [0.18, 0.15, 0.84], [0.00, -0.22, 0.29], [-0.56, 0.30, 0.07], [0.52, -0.03, 0.46], [0.62, -0.62, -1.31], [0.63, 1.18, 0.12], [-0.14, -0.25, -0.03], [-0.26, -0.45, 0.69], [0.39, 0.21, -0.12], [0.19, -0.52, 0.25], [0.76, -0.54, -1.41], [-0.15, -0.89, -0.45], [0.00, -0.45, -1.07], [0.24, -0.25, 0.53], [-0.92, -0.43, 1.65], [-0.97, -1.12, 0.36], [0.85, -3.23, 0.52], [0.20, 0.28, 0.17], [-0.07, -0.44, 0.26], [0.23, -0.21, 0.62], [-0.43, 0.02, -2.17], [0.92, 1.60, 0.30], [0.35, -0.60, 0.44], [0.06, -0.04, -0.15], [0.35, -1.70, 1.37], [0.49, 0.20, -0.17], [0.03, 0.03, 0.27], [0.66, 0.07, 0.25], [-0.53, -0.81, -0.72], [-0.11, -0.02, -0.03], [0.35, -0.66, 0.30], [-0.50, 1.71, -0.47], [-0.21, -0.35, -0.24], [-0.15, -0.08, -0.84], [0.41, -1.48, 0.30], [0.05, 0.12, -0.27], [-0.59, -0.10, 0.40], [-0.35, 0.20, -0.07], [-0.53, -0.09, 0.26], [-0.27, -0.57, 0.12], [-0.02, 0.08, -0.42], [-0.41, -0.14, 0.48], [0.07, -0.20, 0.08], [-0.07, 0.29, 0.05], [0.07, 0.03, -0.17], [0.72, 0.34, 0.89], [-0.04, 1.20, 0.96], [-0.36, 0.17, -0.16], [-0.60, 0.90, -0.42], [0.25, -0.28, -0.96], [-0.11, -0.52, -0.01], [-0.07, -0.11, 0.53], [0.00, -0.22, -0.46], [-0.33, 0.30, -0.25], [0.26, 0.33, 0.48], [0.14, 0.22, -0.05], [0.84, -0.31, -0.89], [-0.25, 1.93, -0.87], [-0.08, -0.06, -0.08], [-0.38, 0.74, 0.98], [0.19, 0.42, -0.43]]
}